The following is a quantum chemistry calculation of C49H50O2P3PtS2SeSi as an isolated structure in a non-equilibrium geometry, from OMol25.

Structure (XYZ):
```
109
Properties=species:S:1:pos:R:3:forces:R:3:lowdin_charge:R:1
Pt -0.20031 0.04383 -0.17556 -0.54 1.01 0.31 0.22
C -0.93347 3.83577 -0.42007 -0.12 -0.53 -0.18 -0.21
Si 0.22135 2.34246 -0.20412 0.57 -0.02 0.86 0.43
C 0.97840 2.69542 1.53898 -0.17 -0.08 -0.18 -0.29
C 1.59201 3.91241 1.84906 0.01 0.05 0.05 -0.10
C 1.98646 4.21387 3.14220 0.06 0.07 -0.06 -0.09
C 1.77183 3.29680 4.16530 -0.04 -0.10 0.07 -0.09
C 1.18975 2.07470 3.87653 0.08 0.08 -0.02 -0.09
C 0.81517 1.76563 2.56667 0.06 -0.03 0.24 -0.38
P 0.06077 0.13565 2.19496 -0.22 0.21 -0.49 0.91
C -1.29763 0.13156 3.40859 -0.05 -0.03 0.07 -0.34
C -1.40870 -0.73822 4.49057 0.00 0.11 -0.03 -0.09
C -2.49038 -0.63647 5.35360 0.00 -0.04 0.06 -0.09
C -3.45583 0.33755 5.15251 -0.02 0.02 0.04 -0.10
C -3.35094 1.20317 4.07371 0.00 0.06 0.06 -0.12
C -2.28590 1.09255 3.19873 0.08 -0.07 0.05 -0.14
C 1.26829 -1.06723 2.83117 0.08 -0.13 -0.04 -0.35
C 2.59856 -0.74364 3.08235 -0.18 -0.02 0.08 -0.09
C 3.52722 -1.73817 3.35215 0.13 -0.05 0.02 -0.08
C 3.13956 -3.06797 3.38814 0.00 0.04 0.03 -0.09
C 1.80850 -3.40155 3.16727 0.04 -0.06 0.02 -0.08
C 0.88821 -2.41207 2.87404 -0.03 0.18 0.05 -0.13
C 1.68575 2.66771 -1.37912 -0.30 -0.23 -0.08 -0.28
C 1.93399 3.88629 -2.01445 -0.01 0.10 0.03 -0.09
C 3.04417 4.05787 -2.82399 0.01 0.08 0.01 -0.09
C 3.93724 3.00911 -3.01171 -0.01 -0.08 -0.03 -0.08
C 3.70142 1.78936 -2.40037 0.04 0.15 -0.02 -0.09
C 2.57056 1.61550 -1.60208 0.13 -0.01 -0.04 -0.39
P 2.25688 0.01142 -0.75882 -0.69 0.10 -0.98 1.01
C 2.35916 -1.19130 -2.11928 0.10 0.02 -0.02 -0.39
C 2.05847 -0.81565 -3.42559 0.04 -0.08 0.05 -0.09
C 2.05957 -1.76234 -4.43784 0.00 0.01 -0.04 -0.08
C 2.37722 -3.08238 -4.15757 0.01 -0.10 -0.03 -0.09
C 2.65411 -3.46693 -2.85428 -0.05 -0.06 0.00 -0.09
C 2.61493 -2.53178 -1.83415 -0.08 0.09 0.00 -0.13
C 3.93223 -0.08055 -0.00079 -0.08 -0.10 0.45 -0.33
C 4.23171 0.94032 0.90749 -0.04 -0.02 -0.13 -0.11
C 5.47756 1.01980 1.50058 0.05 0.04 0.04 -0.08
C 6.45402 0.07995 1.19304 0.02 -0.03 -0.01 -0.10
C 6.16888 -0.93227 0.29102 0.09 0.03 0.04 -0.09
C 4.91518 -1.01792 -0.30101 -0.10 0.06 -0.03 -0.08
H -0.46962 4.73589 -0.01282 0.11 -0.01 0.00 0.02
H -1.87489 3.66758 0.10293 0.02 0.01 0.01 0.00
H -1.16499 3.99839 -1.47520 -0.06 0.00 0.02 0.02
H 1.76107 4.63443 1.05545 -0.02 0.05 0.04 0.10
H 2.45004 5.16863 3.36323 0.01 -0.01 -0.02 0.10
H 2.05282 3.53521 5.18411 0.02 0.01 -0.01 0.10
H 1.01986 1.35286 4.66843 0.00 0.01 0.01 0.11
H -0.65287 -1.48998 4.67062 0.02 -0.01 0.01 0.09
H -2.57567 -1.32165 6.18858 0.00 0.01 0.00 0.10
H -4.29666 0.41493 5.83063 -0.01 -0.01 -0.01 0.10
H -4.11790 1.94564 3.89777 -0.01 -0.01 -0.05 0.10
H -2.22288 1.73831 2.32954 -0.06 -0.01 0.00 0.10
H 2.90945 0.28918 3.06197 0.05 0.02 0.00 0.08
H 4.56309 -1.47146 3.52639 -0.01 0.03 -0.04 0.10
H 3.87111 -3.84233 3.58244 -0.01 -0.01 0.03 0.10
H 1.50016 -4.43892 3.21034 -0.04 0.01 -0.07 0.10
H -0.14194 -2.66696 2.65750 0.03 0.01 0.11 0.09
H 1.24575 4.71217 -1.86904 0.01 0.00 -0.03 0.09
H 3.22316 5.01007 -3.30978 -0.02 0.00 0.01 0.10
H 4.80809 3.14391 -3.64178 0.00 -0.02 0.00 0.10
H 4.39104 0.96784 -2.55641 0.01 -0.02 0.03 0.11
H 1.80390 0.21330 -3.64373 -0.01 -0.02 -0.04 0.11
H 1.80647 -1.47068 -5.44970 0.00 0.02 0.01 0.10
H 2.37928 -3.82303 -4.94830 0.01 0.02 -0.01 0.10
H 2.86858 -4.50327 -2.62777 -0.05 -0.02 0.03 0.11
H 2.76472 -2.84214 -0.80548 -0.01 -0.06 -0.03 0.11
H 3.47511 1.68832 1.12368 0.04 0.02 0.08 0.10
H 5.69540 1.81683 2.20136 -0.04 0.02 -0.02 0.10
H 7.43634 0.14717 1.64412 -0.01 -0.01 0.02 0.10
H 6.93360 -1.65473 0.03241 -0.03 -0.02 0.00 0.10
H 4.71912 -1.80030 -1.01983 0.04 0.00 0.03 0.09
C -3.99620 -0.80772 -3.80272 0.05 -0.07 0.19 -0.09
C -5.09145 -1.29789 -2.87046 -0.05 0.11 -0.19 -0.45
C -6.46319 -0.79412 -3.30073 0.04 -0.04 0.15 -0.06
O -4.86604 -0.99983 -1.48385 0.09 -0.01 -0.13 -0.34
P -4.35701 0.30038 -0.71000 -0.44 -0.30 0.48 -0.10
S -4.70373 -0.06850 1.17785 0.20 0.30 -0.29 0.26
S -2.50038 0.86050 -1.32754 0.69 0.39 -0.02 0.24
O -5.39955 1.38064 -1.36479 0.48 0.18 -0.01 -0.33
C -5.44580 2.82355 -1.25477 0.07 0.02 0.03 -0.45
C -4.67198 3.48267 -2.39319 -0.15 -0.27 0.10 -0.06
C -5.00588 3.35530 0.10456 -0.07 -0.33 -0.16 -0.08
H -4.18717 -1.18272 -4.81099 -0.06 0.01 0.00 0.08
H -3.02311 -1.16589 -3.46872 0.02 0.03 -0.02 0.03
H -3.97032 0.28217 -3.82284 0.02 0.02 -0.06 0.06
H -5.10079 -2.39107 -2.88077 0.04 0.03 -0.01 0.14
H -6.48729 0.29457 -3.28622 0.00 0.00 -0.04 0.07
H -7.23317 -1.16192 -2.62125 0.00 0.00 -0.01 0.08
H -6.67939 -1.14919 -4.31032 -0.02 0.00 -0.01 0.08
H -6.50866 3.04819 -1.38821 0.01 -0.08 0.02 0.13
H -3.60615 3.33984 -2.24139 0.14 0.01 -0.04 0.03
H -4.89765 4.55136 -2.42183 0.00 -0.02 0.01 0.08
H -4.95171 3.03360 -3.34794 0.01 0.04 0.00 0.08
H -3.95379 3.12080 0.25980 0.05 0.03 0.08 0.04
H -5.57928 2.88002 0.89780 0.01 0.03 0.07 0.06
H -5.14276 4.43817 0.14136 -0.01 -0.02 -0.04 0.08
Se -1.13501 -2.02729 -1.23085 -0.14 -0.65 -0.42 0.54
C -0.50590 -3.81873 -0.98702 -0.03 0.28 0.28 -0.64
C -0.45467 -4.66647 -2.09419 0.02 -0.03 0.02 -0.17
C -0.18349 -6.01744 -1.94252 0.01 0.01 0.00 -0.12
C 0.03216 -6.55078 -0.67798 0.08 -0.12 -0.05 -0.13
C -0.00075 -5.71168 0.42660 0.05 0.03 0.07 -0.11
C -0.26288 -4.35734 0.27560 0.09 -0.17 -0.07 -0.13
H -0.63993 -4.25022 -3.07619 0.02 0.01 -0.04 0.09
H -0.13345 -6.65866 -2.81598 -0.06 0.00 0.01 0.09
H 0.22238 -7.61076 -0.55819 0.02 0.01 0.01 0.09
H 0.16580 -6.12009 1.41777 0.00 0.00 0.00 0.09
H -0.29846 -3.71094 1.14054 -0.08 -0.11 -0.19 0.05
```
Positions in Å, forces in eV/Å.

Summary:
Gap between HOMO and LUMO (alpha / beta), eV: 5.74 / 5.74
Total charge: -1
Energy, Ha: -6678.6281
E_HOMO (alpha / beta), eV: -3.6 / -3.6